# 1
Here is a molecular structure, C21H21IN5PbSb from the Open Molecules 2025 dataset. Energies are from wB97M-V/def2-TZVPD.

Geometry as ORCA input:
```
! wB97M-V def2-TZVPD RIJCOSX def2/J DEFGRID3
* xyz 2 1
Pb 0.046 -0.180 0.403
C 3.270 -0.017 1.606
C 3.355 0.521 0.208
C 4.571 0.932 -0.324
C 4.618 1.441 -1.609
C 3.437 1.527 -2.335
C 2.254 1.098 -1.758
N 2.221 0.607 -0.510
Sb 0.503 1.284 -3.067
C -0.856 2.251 -1.644
C -1.478 3.384 -2.144
C -2.366 4.087 -1.342
C -2.604 3.631 -0.058
C -1.958 2.489 0.396
C -2.201 1.963 1.779
N -1.101 1.818 -0.396
C -0.305 -0.744 -2.848
C -0.592 -1.368 -4.052
C -1.100 -2.660 -4.048
C -1.310 -3.287 -2.832
C -1.013 -2.614 -1.655
C -1.257 -3.253 -0.319
N -0.519 -1.363 -1.676
H 4.260 -0.266 1.979
H 2.658 -0.919 1.653
H 2.842 0.739 2.270
H 5.470 0.849 0.270
H 5.556 1.761 -2.042
H 3.442 1.920 -3.344
H -1.270 3.717 -3.152
H -2.863 4.976 -1.708
H -3.286 4.153 0.598
H -2.871 2.620 2.325
H -1.267 1.887 2.341
H -2.660 0.972 1.736
H -0.414 -0.855 -4.987
H -1.325 -3.171 -4.975
H -1.701 -4.293 -2.788
H -1.474 -4.311 -0.435
H -2.121 -2.785 0.160
H -0.389 -3.155 0.337
I 0.390 -2.126 6.851
C -0.464 -1.789 4.991
C -1.680 -2.238 4.528
N -1.798 -1.791 3.263
N -0.731 -1.072 2.871
C 0.085 -1.068 3.922
H -2.444 -2.829 5.005
H -2.583 -1.927 2.652
H 1.027 -0.544 3.902
*
```

The calculation puts the LUMO energy at -0.219 Ha. The total energy comes out at -49440.1744 eV. The highest occupied orbital energy is -13.43 eV.

=====

# 2
Here is a molecular structure, C21H21MnN2O3Se from the Open Molecules 2025 dataset. Energies are from wB97M-V/def2-TZVPD.

Geometry as ORCA input:
```
! wB97M-V def2-TZVPD RIJCOSX def2/J DEFGRID3
* xyz 0 5
Mn 0.503 1.087 -1.852
O 0.836 2.339 -3.803
C 0.163 3.586 -3.673
C -0.004 3.928 -2.214
C -0.534 5.150 -1.843
C -0.616 5.465 -0.502
C -0.144 4.562 0.435
C 0.358 3.360 -0.010
N 0.401 3.044 -1.310
H 0.645 1.957 -4.662
H -0.815 3.573 -4.157
H 0.760 4.373 -4.128
H -0.877 5.840 -2.608
H -1.036 6.414 -0.190
H -0.153 4.782 1.496
H 0.755 2.612 0.659
Se 2.531 0.672 -1.095
C 3.880 -3.284 2.396
C 2.473 -2.723 2.466
C 1.975 -2.245 3.677
C 0.705 -1.689 3.745
C -0.072 -1.584 2.602
C 0.414 -2.070 1.394
N -0.300 -1.924 0.182
C -1.654 -1.678 0.059
C -2.577 -2.283 0.927
C -3.930 -2.026 0.817
C -4.424 -1.158 -0.161
C -3.529 -0.562 -1.024
C -2.158 -0.817 -0.934
C -1.261 -0.139 -1.894
O -1.492 1.064 -2.280
O -0.166 -0.700 -2.289
C 1.675 -2.664 1.318
C 2.154 -3.196 -0.011
H 4.393 -3.143 3.348
H 4.467 -2.789 1.618
H 3.882 -4.356 2.172
H 2.596 -2.300 4.568
H 0.324 -1.315 4.689
H -1.043 -1.103 2.645
H 0.257 -1.723 -0.627
H -2.208 -2.976 1.677
H -4.616 -2.517 1.500
H -5.487 -0.964 -0.245
H -3.873 0.116 -1.795
H 1.329 -3.647 -0.564
H 2.926 -3.954 0.115
H 2.570 -2.395 -0.632
*
```

The calculation puts the LUMO energy (alpha / beta) at -0.006 / -0.008 Ha. The total energy comes out at -127908.2538 eV. The highest occupied orbital energy (alpha / beta) is -6.83 / -7.18 eV.

=====

# 3
Here is C21H21N3O3 in the gas phase from the Open Molecules 2025 dataset. Energies are from wB97M-V/def2-TZVPD.

Geometry as ORCA input:
```
! wB97M-V def2-TZVPD RIJCOSX def2/J DEFGRID3
* xyz 0 1
C -5.272 -2.514 0.631
H -6.089 -3.176 0.359
C -4.762 -1.794 -0.611
N -3.674 -0.880 -0.277
C -2.405 -1.414 -0.258
O -2.201 -2.586 -0.495
N -1.373 -0.559 0.074
C -1.567 0.775 0.359
C -0.512 1.627 0.696
C -0.754 2.955 0.978
C -2.043 3.473 0.940
C -3.093 2.641 0.622
C -2.866 1.296 0.332
C -4.003 0.438 -0.003
O -5.154 0.820 -0.043
H -4.110 2.998 0.584
H -2.216 4.515 1.158
H 0.075 3.599 1.234
H 0.500 1.258 0.743
C -0.031 -1.087 -0.067
H 0.534 -0.960 0.859
H -0.158 -2.154 -0.278
C 0.635 -0.402 -1.264
O -0.042 0.031 -2.173
N 1.987 -0.255 -1.241
C 2.861 -0.684 -0.226
C 2.780 -1.972 0.298
C 3.645 -2.383 1.293
C 4.616 -1.516 1.766
C 4.732 -0.255 1.212
C 3.873 0.178 0.210
C 4.093 1.535 -0.406
C 3.013 1.919 -1.416
C 2.584 0.675 -2.187
H 3.444 0.197 -2.663
H 1.831 0.910 -2.940
H 2.139 2.329 -0.908
H 3.389 2.678 -2.102
H 5.066 1.514 -0.906
H 4.158 2.288 0.383
H 5.507 0.415 1.556
H 5.292 -1.828 2.547
H 3.567 -3.383 1.690
H 2.052 -2.662 -0.099
H -4.379 -2.512 -1.337
H -5.556 -1.192 -1.055
H -4.475 -3.104 1.075
H -5.634 -1.793 1.360
*
```

The calculation puts the LUMO energy at 0.018 Ha. The total energy comes out at -32733.2977 eV. For the energy above the lowest of the compared OMol25 structures with the same formula, charge and spin, the calculation gives 0.0 kcal/mol. The highest occupied orbital energy is -8.68 eV. Its SMILES is CCn1c(=O)c2ccccc2n(CC(=O)N2CCCc3ccccc32)c1=O.

=====

# 4
Here is a molecular structure, C21H21N3SiSn from the Open Molecules 2025 dataset. Energies are from wB97M-V/def2-TZVPD.

Geometry as ORCA input:
```
! wB97M-V def2-TZVPD RIJCOSX def2/J DEFGRID3
* xyz 0 1
Sn 0.028 -1.051 -1.773
C 4.608 -0.645 -1.304
C 3.302 -0.684 -1.803
N 2.256 -0.841 -1.026
C 2.407 -1.002 0.307
C 3.696 -1.009 0.897
C 4.800 -0.807 0.042
C 3.828 -1.266 2.277
C 2.708 -1.592 2.992
C 1.430 -1.587 2.415
C 1.221 -1.207 1.094
N 0.014 -1.064 0.451
C -1.184 -0.861 1.090
C -1.375 -0.518 2.425
C -2.654 -0.378 2.982
C -3.791 -0.538 2.238
C -3.664 -0.764 0.854
C -4.769 -0.811 -0.022
C -4.575 -0.960 -1.369
C -3.265 -1.049 -1.851
N -2.220 -1.015 -1.056
C -2.373 -0.898 0.281
H 5.438 -0.512 -1.983
H 3.094 -0.588 -2.864
H 5.798 -0.810 0.462
H 4.806 -1.234 2.739
H 2.798 -1.854 4.039
H 0.598 -1.913 3.018
H -0.524 -0.309 3.051
H -2.730 -0.140 4.036
H -4.773 -0.465 2.688
H -5.769 -0.707 0.382
H -5.405 -0.990 -2.061
H -3.052 -1.142 -2.911
C 1.604 2.422 -2.184
Si -0.041 1.605 -1.670
C -1.420 2.386 -2.727
C -0.344 2.243 0.100
H 1.505 3.510 -2.159
H 1.918 2.132 -3.190
H 2.399 2.140 -1.489
H -1.386 3.475 -2.644
H -2.402 2.053 -2.380
H -1.329 2.121 -3.783
H -0.325 3.336 0.122
H 0.427 1.876 0.782
H -1.312 1.913 0.485
*
```

The calculation puts the LUMO energy at -0.007 Ha. The total energy comes out at -40299.1061 eV. The highest occupied orbital energy is -6.35 eV.

=====

# 5
Here is a molecular structure, C21H21N4O2RuS from the Open Molecules 2025 dataset. Energies are from wB97M-V/def2-TZVPD.

Geometry as ORCA input:
```
! wB97M-V def2-TZVPD RIJCOSX def2/J DEFGRID3
* xyz 2 2
Ru -0.212 -0.135 0.372
N 1.912 -0.003 0.070
C 2.927 0.118 1.119
C 4.144 0.698 0.809
C 5.141 0.748 1.772
C 4.913 0.209 3.031
C 3.682 -0.349 3.339
C 2.663 -0.391 2.391
C 1.284 -0.779 2.772
C 0.977 -1.809 3.645
C -0.345 -2.060 4.036
C -1.377 -1.235 3.631
C -1.084 -0.171 2.774
C 0.213 -0.001 2.302
H 2.146 0.635 -0.685
H 2.015 -0.926 -0.329
H 4.329 1.091 -0.185
H 6.094 1.199 1.534
H 5.688 0.247 3.784
H 3.490 -0.717 4.338
H 1.776 -2.448 4.002
H -0.552 -2.896 4.692
H -2.384 -1.380 3.998
H -1.843 0.572 2.554
C -4.828 1.188 -0.495
O -3.699 2.098 -0.332
C -2.529 1.573 -0.170
O -2.281 0.358 -0.150
N -1.545 2.489 0.003
N -0.232 1.996 0.072
H -5.698 1.832 -0.516
H -4.869 0.506 0.348
H -4.720 0.647 -1.431
H -1.719 3.480 -0.089
H 0.243 2.418 0.866
H 0.271 2.242 -0.778
S 0.733 -4.647 0.016
C 0.942 -2.980 -0.098
N -0.103 -2.220 0.144
C -1.213 -3.040 0.464
C -2.516 -2.627 0.763
C -3.460 -3.589 1.043
C -3.144 -4.956 1.039
C -1.871 -5.380 0.740
C -0.918 -4.404 0.448
H 1.920 -2.616 -0.379
H -2.790 -1.586 0.759
H -4.475 -3.286 1.265
H -3.911 -5.684 1.266
H -1.617 -6.432 0.730
*
```

The calculation puts the LUMO energy (alpha / beta) at -0.253 / -0.273 Ha. The total energy comes out at -45575.2021 eV. For the energy above the lowest of the compared OMol25 structures with the same formula, charge and spin, the calculation gives 31.9 kcal/mol. The highest occupied orbital energy (alpha / beta) is -14.20 / -14.23 eV.

=====

# 6
Here is C21H21N9O3 in the gas phase from the Open Molecules 2025 dataset. Energies are from wB97M-V/def2-TZVPD.

Geometry as ORCA input:
```
! wB97M-V def2-TZVPD RIJCOSX def2/J DEFGRID3
* xyz 0 1
C -0.829 -5.559 -1.393
H -1.034 -6.422 -0.883
C -0.783 -4.189 -0.683
C 0.027 -4.398 0.542
O -0.077 -3.388 1.231
C 0.490 -2.167 1.078
C 1.288 -2.057 0.085
C 1.966 -0.696 -0.457
C 1.719 0.401 0.402
C 0.978 0.181 1.601
C 0.283 -0.783 1.890
H -0.400 -1.015 2.630
H 0.792 0.886 2.154
C 2.366 1.768 0.237
C 1.735 2.916 -0.066
N 2.647 3.804 -0.070
N 3.878 3.095 -0.180
N 3.632 1.886 0.085
C 4.868 1.219 0.026
N 4.719 -0.115 0.479
O 5.973 -0.569 0.289
N 6.759 0.550 0.275
C 6.139 1.640 -0.017
N 6.511 2.797 -0.234
H 7.556 3.112 -0.609
H 5.976 3.515 -0.409
C 0.326 3.129 0.169
O -0.036 4.553 0.507
N -0.591 2.239 -0.084
N -1.807 2.336 0.007
C -2.612 1.510 -0.365
C -4.076 1.632 -0.207
C -4.940 0.676 0.158
N -6.279 0.718 0.325
C -6.732 2.025 0.367
C -5.827 3.393 0.227
C -4.498 2.977 -0.209
H -3.832 3.803 0.084
H -6.287 4.236 0.243
H -7.878 2.335 0.622
H -4.591 -0.481 0.326
C -2.329 0.111 -0.564
H -3.106 -0.504 -1.281
H -1.409 -0.016 -1.479
H -1.968 -0.517 -0.037
H 0.065 1.333 -0.512
H 2.703 -0.725 -1.160
H 1.697 -2.897 -0.717
H -0.333 -5.087 1.115
H 0.877 -4.500 0.320
H -1.938 -4.057 -0.361
H -0.626 -3.384 -1.325
H -1.351 -5.426 -2.438
H 0.199 -5.822 -1.735
*
```

The calculation puts the LUMO energy at -0.029 Ha. The total energy comes out at -41646.4174 eV. For the energy above the lowest of the compared OMol25 structures with the same formula, charge and spin, the calculation gives 492.5 kcal/mol. The highest occupied orbital energy is -8.62 eV. Its SMILES is CCCOc1ccc(-c2c(C(=O)N/N=C(\C)c3cccnc3)nnn2-c2nonc2N)cc1.